No. 1
DFT (ωB97M-V/def2-TZVPD) results for a structure of composition C22H20IrN3.

The LUMO energy (spin up / spin down) comes out at -0.3044 / -0.3040 Ha. Its total charge is +2. The total energy is -30431.5293 eV. As for the HOMO-LUMO gap (spin up / spin down): 6.12 / 6.17 eV. As for the HOMO energy (spin up / spin down): -14.405 / -14.443 eV.

Last column: natural (NBO) charge in e.
Element x y z (Å)
Ir 0.51 -0.66 -0.26  0.97
C 2.74 -1.37 2.14  -0.66
C 1.42 -0.99 2.74  0.27
C 1.20 -1.14 4.11  -0.21
C 0.02 -0.71 4.66  -0.10
C -0.94 -0.11 3.85  -0.20
C -0.68 0.01 2.50  0.16
N 0.47 -0.45 1.96  -0.47
C -1.56 0.71 1.56  0.19
C -2.58 1.57 1.94  -0.19
C -3.24 2.30 0.97  -0.11
C -2.85 2.18 -0.36  -0.19
C -1.83 1.31 -0.68  0.19
N -1.22 0.59 0.27  -0.39
C -1.22 1.19 -2.01  0.16
C -1.78 1.69 -3.16  -0.20
C -1.06 1.62 -4.35  -0.10
C 0.20 1.07 -4.34  -0.21
C 0.72 0.56 -3.15  0.28
C 2.11 0.00 -3.10  -0.66
N -0.01 0.60 -2.02  -0.45
H 3.53 -0.76 2.57  0.27
H 2.73 -1.22 1.06  0.22
H 2.99 -2.41 2.35  0.25
H 1.97 -1.59 4.73  0.26
H -0.17 -0.81 5.73  0.26
H -1.87 0.24 4.26  0.25
H -2.85 1.68 2.98  0.25
H -4.01 3.00 1.25  0.26
H -3.32 2.78 -1.12  0.25
H -2.77 2.13 -3.15  0.25
H -1.48 2.01 -5.26  0.26
H 0.80 1.02 -5.24  0.26
H 2.83 0.78 -3.34  0.27
H 2.24 -0.81 -3.82  0.25
H 2.34 -0.37 -2.10  0.22
C -0.92 -3.06 0.57  0.03
C 0.35 -2.95 -0.07  -0.43
C 0.11 -2.53 -1.41  -0.43
C -1.33 -2.38 -1.54  0.02
C -1.93 -2.71 -0.33  -0.35
H -1.08 -3.40 1.59  0.25
H 1.27 -3.41 0.27  0.28
H 0.79 -2.68 -2.24  0.28
H -1.85 -2.11 -2.45  0.25
H -2.99 -2.71 -0.13  0.26

---

No. 2
DFT (ωB97M-V/def2-TZVPD) results for an isolated molecule of C22H20N2O5S.

The LUMO energy comes out at -0.0087 Ha. Its total charge is 0. The total energy is -47192.1977 eV. As for the energy above the lowest of the compared OMol25 structures with the same formula, charge and spin: 0.569 eV. As for the HOMO-LUMO gap: 7.90 eV. As for the HOMO energy: -8.134 eV.

Last column: natural (NBO) charge in e.
Element x y z (Å)
C -3.41 -2.25 -1.98  -0.64
C -3.04 -0.97 -2.72  -0.07
O -2.27 -0.09 -1.90  -0.51
C -0.95 -0.32 -1.85  0.78
O -0.38 -1.16 -2.50  -0.60
C -0.25 0.65 -0.99  -0.20
C -0.79 1.29 0.07  0.20
C -2.08 0.95 0.69  0.02
C -2.97 1.96 1.06  -0.19
C -4.17 1.63 1.67  -0.21
C -4.48 0.31 1.93  -0.21
C -3.58 -0.69 1.59  -0.21
C -2.39 -0.38 0.97  -0.21
N -0.13 2.34 0.71  -0.54
C 0.99 2.71 0.24  0.34
S 1.83 4.11 0.86  0.32
C 3.15 3.93 -0.37  -0.63
C 2.84 2.70 -1.21  0.70
O 3.52 2.30 -2.12  -0.55
N 1.68 2.12 -0.78  -0.46
C 1.21 0.84 -1.33  -0.06
C 2.03 -0.29 -0.74  -0.06
C 2.90 -1.02 -1.52  -0.17
C 3.65 -2.04 -0.96  -0.26
C 3.53 -2.34 0.38  0.28
O 4.27 -3.34 0.93  -0.66
C 2.65 -1.60 1.18  0.22
O 2.60 -1.97 2.51  -0.52
C 1.71 -1.30 3.36  -0.25
C 1.90 -0.58 0.62  -0.25
H -3.94 -2.01 -1.06  0.21
H -4.04 -2.87 -2.61  0.22
H -2.51 -2.81 -1.73  0.22
H -3.93 -0.40 -2.98  0.19
H -2.46 -1.21 -3.62  0.20
H -2.71 2.99 0.86  0.22
H -4.86 2.41 1.95  0.21
H -5.41 0.05 2.41  0.21
H -3.82 -1.73 1.80  0.21
H -1.69 -1.15 0.71  0.22
H 4.12 3.81 0.13  0.26
H 3.20 4.82 -1.00  0.26
H 1.37 0.86 -2.41  0.25
H 3.00 -0.80 -2.57  0.22
H 4.34 -2.62 -1.56  0.23
H 4.04 -3.40 1.87  0.49
H 0.68 -1.41 3.02  0.18
H 1.96 -0.24 3.44  0.18
H 1.83 -1.77 4.34  0.20
H 1.22 -0.01 1.22  0.22

---

No. 3
DFT (ωB97M-V/def2-TZVPD) results for a structure of composition C22H20N3O4S3SbSe4Ti.

The LUMO energy comes out at 0.1047 Ha. Its total charge is -2. The total energy is -359348.4652 eV. As for the energy above the lowest of the compared OMol25 structures with the same formula, charge and spin: 1.777 eV. As for the HOMO-LUMO gap: 5.70 eV. As for the HOMO energy: -2.847 eV.

Last column: natural (NBO) charge in e.
Element x y z (Å)
Ti -0.20 -0.03 -0.19  1.14
C -1.71 2.27 3.06  -0.73
C -0.75 1.56 2.17  0.44
N -0.99 1.44 0.91  -0.42
N -2.18 2.03 0.41  -0.35
C -2.66 1.49 -0.66  -0.04
S -2.09 0.09 -1.60  -0.18
S -4.12 2.35 -1.21  0.24
C -5.33 1.00 -1.06  -0.56
C -5.71 0.71 0.37  0.04
C -6.69 1.47 1.01  -0.26
C -6.98 1.25 2.35  -0.22
C -6.30 0.26 3.06  -0.22
C -5.33 -0.51 2.42  -0.17
C -5.04 -0.28 1.08  -0.24
C 0.42 0.88 2.78  -0.23
C 0.47 0.78 4.17  -0.12
C 1.39 -0.02 4.81  -0.24
C 2.30 -0.73 4.05  -0.12
C 2.33 -0.61 2.67  -0.30
C 1.40 0.18 2.04  0.44
O 1.38 0.25 0.68  -0.73
H -2.51 2.72 2.49  0.27
H -1.19 3.02 3.65  0.22
H -2.12 1.50 3.74  0.30
H -4.89 0.12 -1.54  0.25
H -6.17 1.33 -1.66  0.22
H -7.22 2.25 0.46  0.19
H -7.74 1.85 2.85  0.20
H -6.51 0.08 4.11  0.21
H -4.81 -1.30 2.95  0.26
H -4.29 -0.89 0.58  0.23
H -0.28 1.28 4.77  0.23
H 1.34 -0.15 5.88  0.22
H 2.99 -1.41 4.54  0.22
H 3.03 -1.16 2.07  0.22
N 0.93 -1.99 -1.09  -0.85
C 0.52 -2.40 -2.44  0.20
C -0.69 -3.00 -2.69  -0.29
C -1.04 -3.34 -4.00  -0.16
C -0.18 -3.07 -5.06  -0.33
C 1.05 -2.45 -4.79  -0.17
C 1.39 -2.12 -3.49  -0.29
S -0.59 -3.53 -6.75  2.42
O -1.83 -4.27 -6.62  -1.03
O -0.71 -2.25 -7.44  -1.02
O 0.55 -4.32 -7.19  -1.03
H 1.93 -1.85 -1.10  0.39
H 0.70 -2.70 -0.42  0.42
H -1.36 -3.22 -1.87  0.23
H -1.98 -3.83 -4.21  0.25
H 1.73 -2.24 -5.61  0.23
H 2.35 -1.65 -3.28  0.19
Se -3.63 -4.14 2.42  -0.72
Sb -1.92 -2.75 3.40  1.08
Se 0.18 -3.75 4.06  -0.76
Se -2.79 -0.96 4.83  -0.81
Se -1.12 -1.56 1.13  -0.34

---

total charge of number 3 (C22H20N3O4S3SbSe4Ti)? -2